{
  "formula": "C4H16O3",
  "method": "ωB97M-V/def2-TZVPD",
  "gap_ev": [10.8861, 4.0138],
  "total_charge": 1,
  "e_lumo_ev": [-3.2156, -10.0877],
  "relative_energy_kcal_mol": 19.02,
  "multiplicity": 2,
  "symbols": ["C", "C", "C", "C", "H", "H", "H", "H", "H", "H", "H", "H", "H", "H", "H", "H", "O", "H", "H", "O", "H", "H", "O"],
  "xyz": [[1.4870, 1.5431, -1.0985], [1.0112, -0.2391, 2.1096], [1.7873, 0.0405, 0.8492], [0.7350, 1.0709, 0.2271], [0.8226, 2.3535, -1.4666], [1.6115, 0.9396, -1.9968], [2.4331, 1.9971, -0.8106], [1.5457, -0.8857, 2.8295], [-0.0091, -0.6059, 1.9698], [0.7952, 0.6956, 2.6554], [1.9024, -0.7336, 0.1008], [2.7094, 0.5251, 1.1635], [-0.1405, 0.5283, -0.1293], [0.4419, 2.0218, 0.6581], [-0.8809, -3.3954, 0.8200], [-0.7402, -3.4645, -0.6343], [-1.4187, -3.3595, 0.0227], [-2.3953, -1.3478, -1.8765], [-1.2026, -1.6354, -2.7588], [-1.9850, -1.0696, -2.7091], [-2.4404, 1.1979, 0.4496], [-2.9834, 2.3971, -0.1708], [-3.0862, 1.4261, -0.2040]],
  "forces_ev_per_angstrom": [[1.33, 0.71, -0.47], [-2.39, 0.94, 0.94], [0.81, 0.56, -0.06], [-1.30, 0.32, -2.19], [-0.40, -0.09, 0.68], [-0.02, -0.84, 0.65], [0.02, -0.01, -0.20], [0.48, -0.03, -0.47], [0.34, -0.56, -0.31], [0.57, -0.21, 0.10], [0.17, -0.21, 0.24], [0.19, -0.12, -0.56], [-0.15, -0.02, 0.40], [0.28, -0.44, 1.14], [-0.35, -0.13, 0.39], [0.24, -0.28, -0.88], [0.15, 0.41, 0.47], [-0.15, 0.12, -0.23], [-0.24, 0.06, -0.25], [0.44, -0.20, 0.53], [0.38, -0.75, 0.75], [-0.59, -0.43, -0.41], [0.17, 1.21, -0.27]]
}